DFT (ωB97M-V/def2-TZVPD) results for 4 unconnected molecules or ions with the total composition C16H39FNO12PS at a distorted geometry.

```
71
Properties=species:S:1:pos:R:3:forces:R:3:lowdin_charge:R:1
O 0.6448 0.2090 1.6856 -0.08 0.04 -0.15 -0.267
P 1.2535 0.7895 0.4804 -0.58 -0.40 1.08 0.431
O 2.5503 1.6442 0.8005 -0.16 -0.09 -0.42 -0.101
O 1.7814 -0.2860 -0.5732 0.28 0.48 -0.17 -0.116
C 0.0541 1.8653 -0.4054 0.38 -0.39 -0.25 -0.195
N -1.2392 1.8696 0.2963 0.11 1.12 -0.80 -0.248
C -2.4088 1.3819 -0.4640 -0.03 -0.58 0.40 -0.122
C -3.0321 0.2450 0.2940 -0.41 0.38 0.58 -0.296
C -4.4502 0.3264 0.7345 1.99 0.65 0.55 -0.085
O -4.0430 -0.4739 -0.3573 -0.35 -0.52 -0.37 -0.034
S -1.5130 3.2121 1.1720 0.03 -0.35 0.43 0.606
O -0.2737 3.8164 1.5054 -0.03 -0.04 0.01 -0.231
O -2.5268 2.9605 2.1277 -0.10 0.05 -0.19 -0.212
F -2.1872 4.1754 0.1101 0.12 0.04 0.00 -0.150
H 2.4970 1.8354 1.7500 0.41 0.03 0.08 0.083
H 1.0531 -0.7992 -0.9397 0.01 -0.15 0.04 0.087
H -0.0734 1.4730 -1.4160 -0.06 0.11 0.01 0.087
H 0.4840 2.8602 -0.5108 -0.04 0.00 0.03 0.102
H -2.0672 1.0119 -1.4295 0.03 0.23 -0.09 0.133
H -3.1486 2.1695 -0.5988 0.10 0.05 -0.29 0.122
H -2.3478 -0.3026 0.9378 0.04 -0.21 -0.22 0.149
H -4.9085 1.2797 0.5028 -0.54 -0.26 0.08 0.118
H -4.5365 -0.1347 1.7112 -0.97 -0.24 -0.20 0.121
C -4.0821 -4.3472 1.4300 0.00 0.01 0.01 -0.110
O -5.3320 -3.8940 0.9497 0.01 -0.07 -0.02 -0.188
C -5.2956 -3.4476 -0.3975 -0.09 0.04 0.10 -0.212
C -5.8421 -4.4854 -1.3513 0.05 -0.04 -0.10 -0.204
O -5.0311 -5.6481 -1.3997 0.02 0.01 0.06 -0.190
C -5.5351 -6.7261 -0.6359 0.01 0.00 0.00 -0.114
H -4.2624 -4.8571 2.3751 0.00 0.02 0.01 0.089
H -3.6097 -5.0437 0.7326 0.00 -0.01 0.01 0.084
H -3.4016 -3.5065 1.6083 0.01 -0.01 -0.03 0.084
H -4.2771 -3.1685 -0.6796 -0.01 0.00 -0.02 0.119
H -5.9142 -2.5484 -0.4599 0.03 0.01 -0.04 0.122
H -5.8626 -4.0596 -2.3592 -0.02 0.01 0.01 0.126
H -6.8687 -4.7457 -1.0722 0.00 0.00 0.01 0.126
H -6.4039 -7.1810 -1.1248 -0.02 0.02 0.02 0.088
H -5.8186 -6.4095 0.3710 0.00 -0.01 0.00 0.084
H -4.7441 -7.4711 -0.5653 0.00 -0.01 -0.02 0.088
C 4.4033 -0.2610 4.0567 -0.03 -0.02 -0.05 -0.102
O 4.3415 1.1235 3.7564 -0.04 0.06 -0.01 -0.205
C 4.1255 1.9418 4.8961 -0.07 0.04 -0.11 -0.204
C 5.4032 2.5965 5.3719 0.05 0.01 0.11 -0.208
O 6.3396 1.6486 5.8522 -0.03 -0.05 -0.04 -0.189
C 7.3636 1.3373 4.9272 0.01 0.00 0.01 -0.111
H 4.7935 -0.7650 3.1742 -0.02 0.00 -0.01 0.091
H 5.0645 -0.4557 4.9041 0.01 0.00 -0.01 0.085
H 3.4064 -0.6564 4.2756 0.00 0.00 0.03 0.091
H 3.6761 1.3592 5.7062 0.02 0.00 0.01 0.129
H 3.4162 2.7260 4.6125 -0.01 0.00 0.03 0.125
H 5.1650 3.2724 6.1987 -0.01 0.01 -0.02 0.126
H 5.8393 3.1916 4.5625 0.00 0.00 -0.01 0.127
H 8.0800 2.1621 4.8439 -0.01 0.01 -0.02 0.088
H 6.9590 1.1149 3.9367 0.00 -0.01 0.00 0.083
H 7.8840 0.4588 5.3048 0.01 0.01 0.02 0.089
C 2.3265 0.6426 -3.5416 -0.02 0.03 -0.03 -0.105
O 1.3657 1.6849 -3.6086 -0.04 -0.06 -0.01 -0.209
C 1.7930 2.8111 -4.3599 -0.04 0.04 0.10 -0.198
C 1.2109 2.8167 -5.7558 0.03 0.02 -0.10 -0.207
O 1.6880 1.7345 -6.5340 0.02 -0.04 0.07 -0.187
C 0.7762 0.6584 -6.6412 0.00 0.00 -0.02 -0.110
H 1.8141 -0.2295 -3.1443 0.06 -0.04 -0.01 0.074
H 2.7350 0.3959 -4.5239 -0.03 0.07 -0.03 0.089
H 3.1406 0.9105 -2.8622 0.03 -0.03 -0.02 0.094
H 2.8858 2.8418 -4.4111 0.00 -0.01 0.00 0.130
H 1.4534 3.7073 -3.8317 0.01 0.01 -0.01 0.126
H 1.5124 3.7414 -6.2568 -0.02 0.01 0.01 0.127
H 0.1168 2.8012 -5.7043 0.00 0.00 0.01 0.127
H -0.0532 0.9124 -7.3100 -0.02 0.01 0.02 0.089
H 0.3729 0.3723 -5.6663 0.00 -0.01 0.00 0.081
H 1.3198 -0.1852 -7.0628 0.00 0.01 -0.02 0.090
```
Positions in Å, forces in eV/Å.

- SMILES = O=P(O)(O)CN(C[C@H]1CO1)S(=O)(=O)F.COCCOC.COCCOC.COCCOC
- lowest unoccupied orbital energy (eV) = 0.2
- net charge = 0
- energy above the lowest of the compared OMol25 structures with the same formula, charge and spin (kcal per mole) = 0.0
- HOMO energy (eV) = -9.14
- strongest force on any atom (eV/A) = 2.17